Record 1
Formula: C51H114Cl6N4O28
Source: the OMol25 dataset
Level of theory: ωB97M-V with the def2-TZVPD basis set

Geometry (Å):
C (14.833, 18.689, -24.208)
C (13.466, 19.328, -23.859)
C (12.458, 18.199, -23.465)
O (12.362, 17.227, -24.545)
C (11.604, 17.736, -25.651)
N (13.809, 20.240, -22.836)
H (15.308, 18.238, -23.337)
H (15.607, 19.430, -24.411)
H (14.756, 18.096, -25.120)
H (12.969, 19.758, -24.728)
H (11.452, 18.465, -23.140)
H (12.808, 17.751, -22.535)
H (11.140, 16.928, -26.216)
H (12.104, 18.345, -26.403)
H (10.780, 18.316, -25.236)
H (13.071, 20.323, -22.151)
H (14.077, 21.093, -23.305)
C (18.309, 14.397, -24.722)
C (19.408, 13.341, -24.783)
C (20.786, 13.798, -25.217)
O (20.837, 14.794, -26.317)
C (20.248, 14.425, -27.571)
N (19.478, 12.539, -23.653)
H (18.342, 15.105, -25.550)
H (18.381, 14.949, -23.785)
H (17.291, 14.007, -24.736)
H (19.089, 12.586, -25.502)
H (21.358, 12.895, -25.428)
H (21.301, 14.215, -24.351)
H (20.668, 13.559, -28.083)
H (20.140, 15.342, -28.150)
H (19.186, 14.305, -27.359)
H (18.636, 12.008, -23.480)
H (20.349, 12.047, -23.517)
C (27.594, 18.840, -23.315)
C (28.166, 20.140, -23.711)
C (29.650, 20.278, -23.387)
O (30.231, 21.469, -23.858)
C (30.159, 22.616, -23.019)
N (27.811, 20.383, -25.149)
H (26.512, 18.736, -23.387)
H (27.679, 18.616, -22.252)
H (28.143, 18.014, -23.767)
H (27.682, 20.882, -23.076)
H (30.066, 19.380, -23.843)
H (29.927, 20.167, -22.338)
H (29.136, 22.939, -22.827)
H (30.613, 23.430, -23.586)
H (30.532, 22.503, -22.002)
H (28.149, 21.243, -25.558)
H (28.314, 19.634, -25.603)
C (21.119, 21.693, -29.613)
C (22.340, 21.761, -28.532)
C (23.664, 22.315, -29.214)
O (24.815, 22.114, -28.372)
C (24.907, 20.855, -27.730)
N (21.874, 22.643, -27.426)
H (21.350, 21.052, -30.465)
H (20.880, 22.660, -30.054)
H (20.174, 21.274, -29.269)
H (22.607, 20.740, -28.257)
H (23.545, 23.399, -29.227)
H (23.867, 21.982, -30.231)
H (24.081, 20.614, -27.061)
H (25.833, 20.954, -27.164)
H (25.089, 20.078, -28.472)
H (21.390, 22.086, -26.736)
H (22.736, 22.853, -26.943)
C (25.039, 22.313, -23.481)
C (25.128, 23.752, -22.931)
O (26.509, 23.944, -22.615)
C (26.749, 25.235, -22.219)
O (25.894, 26.139, -22.114)
O (28.053, 25.367, -22.042)
C (28.485, 26.636, -21.527)
H (25.326, 21.628, -22.684)
H (25.800, 22.237, -24.258)
H (23.991, 22.098, -23.692)
H (24.522, 23.824, -22.028)
H (24.945, 24.534, -23.668)
H (28.232, 27.382, -22.281)
H (29.571, 26.561, -21.468)
H (28.104, 26.884, -20.537)
C (22.173, 16.327, -18.079)
C (21.875, 17.649, -18.709)
O (20.861, 17.517, -19.786)
C (19.556, 17.491, -19.540)
O (19.138, 17.465, -18.363)
O (18.850, 17.557, -20.632)
C (17.403, 17.609, -20.599)
H (21.302, 15.747, -17.777)
H (22.771, 16.301, -17.168)
H (22.658, 15.720, -18.844)
H (22.765, 18.080, -19.167)
H (21.567, 18.288, -17.882)
H (17.049, 16.694, -20.124)
H (16.943, 17.592, -21.587)
H (17.102, 18.443, -19.965)
C (22.451, 7.502, -21.662)
C (22.019, 8.950, -22.101)
O (23.187, 9.598, -22.667)
C (23.040, 10.711, -23.375)
O (22.020, 11.406, -23.558)
O (24.159, 10.895, -24.102)
C (24.287, 12.016, -24.864)
H (22.784, 6.915, -22.518)
H (21.602, 6.908, -21.322)
H (23.165, 7.502, -20.839)
H (21.500, 9.458, -21.288)
H (21.317, 9.057, -22.928)
H (23.363, 12.195, -25.414)
H (25.197, 11.981, -25.462)
H (24.401, 12.932, -24.284)
C (25.078, 11.462, -18.058)
C (24.259, 10.991, -19.251)
O (22.995, 11.712, -19.278)
C (22.760, 12.780, -20.046)
O (23.621, 13.499, -20.534)
O (21.329, 12.986, -20.084)
C (20.817, 14.098, -20.757)
H (24.925, 10.902, -17.136)
H (24.740, 12.472, -17.826)
H (26.128, 11.413, -18.345)
H (24.052, 9.930, -19.108)
H (24.747, 11.244, -20.191)
H (20.921, 13.785, -21.796)
H (21.272, 15.087, -20.703)
H (19.782, 14.316, -20.492)
C (14.892, 15.924, -30.921)
C (16.267, 16.585, -31.384)
O (17.121, 16.701, -30.275)
C (17.034, 17.715, -29.274)
O (16.177, 18.648, -29.265)
O (18.048, 17.500, -28.374)
C (18.458, 18.453, -27.364)
H (14.393, 16.668, -30.299)
H (14.892, 15.045, -30.277)
H (14.296, 15.814, -31.827)
H (15.969, 17.502, -31.892)
H (16.781, 15.915, -32.074)
H (19.313, 18.047, -26.823)
H (17.741, 18.622, -26.560)
H (18.720, 19.383, -27.868)
C (24.209, 12.670, -28.517)
C (24.422, 14.024, -29.133)
O (24.211, 15.085, -28.208)
C (25.436, 15.589, -27.697)
O (26.583, 15.213, -28.001)
O (25.147, 16.762, -27.093)
C (26.231, 17.507, -26.378)
H (24.767, 12.521, -27.592)
H (24.448, 11.827, -29.166)
H (23.133, 12.575, -28.374)
H (23.762, 14.068, -30.000)
H (25.319, 14.158, -29.738)
H (26.889, 16.916, -25.742)
H (25.814, 18.255, -25.704)
H (26.714, 18.155, -27.109)
C (18.705, 14.335, -16.900)
C (17.297, 14.723, -17.410)
O (17.120, 14.609, -18.827)
C (16.724, 13.437, -19.335)
O (16.354, 12.432, -18.756)
O (16.788, 13.482, -20.721)
C (16.699, 12.287, -21.517)
H (19.357, 15.160, -17.187)
H (19.015, 13.496, -17.524)
H (18.758, 14.167, -15.824)
H (17.180, 15.740, -17.037)
H (16.506, 14.141, -16.937)
H (17.333, 11.504, -21.100)
H (17.047, 12.383, -22.545)
H (15.636, 12.090, -21.659)
C (20.791, 20.647, -20.973)
C (19.891, 21.431, -19.988)
O (18.655, 21.821, -20.516)
C (17.518, 21.562, -19.844)
O (17.499, 21.300, -18.679)
O (16.476, 21.696, -20.599)
C (15.194, 21.767, -20.094)
H (20.152, 19.935, -21.495)
H (21.643, 20.144, -20.516)
H (21.190, 21.268, -21.776)
H (20.471, 22.252, -19.566)
H (19.812, 20.645, -19.237)
H (14.511, 22.073, -20.887)
H (15.112, 22.550, -19.340)
H (14.922, 20.792, -19.690)
C (24.837, 16.430, -20.901)
Cl (25.005, 15.819, -22.589)
Cl (24.787, 18.191, -20.773)
H (23.878, 16.093, -20.507)
H (25.716, 16.026, -20.398)
C (18.752, 21.928, -23.978)
Cl (19.306, 21.424, -25.624)
Cl (19.213, 23.557, -23.650)
H (17.666, 22.027, -23.997)
H (19.030, 21.255, -23.167)
C (20.707, 16.986, -23.510)
Cl (22.164, 17.673, -22.734)
Cl (19.864, 18.311, -24.355)
H (20.896, 16.138, -24.169)
H (20.167, 16.531, -22.679)

For the calculated total energy, the calculation gives -7098.245464 a.u. The gap between HOMO and LUMO comes out at 8.80 eV.



Record 2
Formula: C51H116N4O19S5
Source: the OMol25 dataset
Level of theory: ωB97M-V with the def2-TZVPD basis set

Geometry (Å):
C (12.628, 8.755, 19.938)
C (12.807, 10.083, 20.680)
C (11.458, 10.375, 21.443)
C (13.932, 9.844, 21.636)
C (14.499, 11.140, 22.239)
C (14.897, 12.073, 21.045)
C (13.702, 12.325, 20.173)
C (12.701, 13.326, 20.860)
C (14.191, 13.021, 18.878)
N (13.253, 11.017, 19.704)
O (12.259, 11.198, 18.723)
H (11.804, 8.631, 19.275)
H (13.550, 8.543, 19.414)
H (12.459, 7.944, 20.684)
H (11.158, 9.402, 21.889)
H (11.637, 11.077, 22.244)
H (10.685, 10.771, 20.880)
H (13.536, 9.138, 22.382)
H (14.779, 9.388, 21.103)
H (13.759, 11.628, 22.888)
H (15.338, 10.802, 22.888)
H (15.652, 11.517, 20.495)
H (15.385, 12.979, 21.415)
H (11.831, 13.676, 20.299)
H (13.326, 14.216, 21.052)
H (12.258, 12.951, 21.809)
H (14.602, 13.992, 19.058)
H (13.481, 12.970, 18.078)
H (15.092, 12.521, 18.569)
H (11.517, 11.653, 19.116)
C (12.049, 16.802, 15.392)
C (12.148, 18.130, 16.362)
C (11.156, 19.125, 15.836)
C (11.775, 17.771, 17.884)
C (12.758, 16.809, 18.524)
C (14.154, 17.449, 18.387)
C (14.548, 17.875, 16.951)
C (15.767, 18.745, 16.978)
C (14.876, 16.616, 16.152)
N (13.456, 18.748, 16.422)
O (13.757, 19.133, 15.056)
H (11.019, 16.707, 15.056)
H (12.687, 16.981, 14.551)
H (12.319, 15.811, 15.780)
H (11.297, 20.067, 16.356)
H (11.341, 19.390, 14.799)
H (10.133, 18.736, 15.983)
H (11.785, 18.743, 18.394)
H (10.750, 17.413, 17.869)
H (12.489, 16.551, 19.547)
H (12.723, 15.843, 17.991)
H (14.825, 16.733, 18.830)
H (14.236, 18.347, 18.989)
H (16.581, 18.363, 17.605)
H (15.578, 19.717, 17.454)
H (16.192, 19.072, 16.022)
H (15.017, 16.700, 15.058)
H (14.175, 15.837, 16.350)
H (15.754, 16.110, 16.621)
H (13.681, 20.087, 15.159)
C (17.219, 16.428, 8.753)
C (16.359, 17.368, 9.584)
C (16.235, 18.756, 8.940)
C (14.989, 16.763, 9.763)
C (14.195, 17.336, 10.930)
C (14.994, 17.230, 12.204)
C (16.367, 17.919, 12.114)
C (16.310, 19.420, 12.114)
C (17.185, 17.514, 13.373)
N (16.970, 17.297, 10.964)
O (18.326, 17.801, 10.866)
H (17.326, 15.494, 9.316)
H (16.755, 16.183, 7.809)
H (18.188, 16.836, 8.417)
H (17.233, 19.202, 8.882)
H (15.802, 18.667, 7.934)
H (15.611, 19.429, 9.542)
H (14.425, 16.769, 8.792)
H (15.072, 15.664, 9.880)
H (13.828, 18.344, 10.761)
H (13.224, 16.796, 10.978)
H (15.121, 16.181, 12.425)
H (14.403, 17.626, 13.070)
H (17.216, 19.899, 11.763)
H (16.309, 19.881, 13.133)
H (15.508, 19.827, 11.542)
H (17.226, 16.454, 13.593)
H (16.721, 17.926, 14.281)
H (18.227, 17.925, 13.386)
H (18.852, 17.054, 10.576)
C (24.109, 15.075, 10.851)
C (24.232, 13.801, 11.781)
C (25.688, 13.368, 11.752)
C (23.854, 14.022, 13.209)
C (22.351, 14.267, 13.297)
C (21.671, 12.995, 12.839)
C (21.966, 12.611, 11.430)
C (21.622, 11.174, 11.315)
C (21.185, 13.414, 10.400)
N (23.505, 12.624, 11.288)
O (23.758, 12.496, 9.915)
H (24.689, 15.888, 11.305)
H (24.460, 14.937, 9.830)
H (23.137, 15.610, 10.871)
H (25.792, 12.435, 12.327)
H (26.114, 13.164, 10.772)
H (26.377, 14.050, 12.260)
H (24.209, 13.108, 13.781)
H (24.407, 14.888, 13.607)
H (22.043, 14.549, 14.286)
H (21.914, 15.053, 12.684)
H (20.576, 13.076, 13.017)
H (21.972, 12.123, 13.445)
H (20.538, 11.093, 11.513)
H (22.247, 10.605, 12.006)
H (21.883, 10.759, 10.380)
H (20.134, 13.299, 10.732)
H (21.294, 13.185, 9.333)
H (21.368, 14.490, 10.559)
H (23.217, 13.129, 9.408)
C (14.578, 12.839, 15.221)
C (15.577, 13.739, 14.476)
O (16.405, 12.882, 13.663)
S (17.941, 13.228, 13.265)
C (17.855, 14.303, 11.900)
O (18.479, 13.882, 14.437)
O (18.475, 11.959, 12.837)
H (13.938, 12.391, 14.487)
H (13.954, 13.487, 15.860)
H (15.046, 12.063, 15.804)
H (15.106, 14.462, 13.797)
H (16.239, 14.292, 15.154)
H (18.901, 14.519, 11.645)
H (17.273, 15.181, 12.129)
H (17.348, 13.749, 11.096)
C (16.751, 10.762, 17.929)
C (17.691, 10.032, 16.943)
O (17.274, 10.146, 15.588)
S (17.291, 8.999, 14.538)
C (18.874, 9.023, 13.955)
O (17.066, 7.790, 15.259)
O (16.452, 9.455, 13.514)
H (17.137, 10.705, 18.943)
H (15.673, 10.506, 17.928)
H (16.785, 11.834, 17.670)
H (18.772, 10.323, 17.026)
H (17.735, 8.979, 17.246)
H (18.989, 8.236, 13.209)
H (19.634, 8.834, 14.698)
H (19.078, 10.014, 13.564)
C (19.218, 21.107, 15.504)
C (20.071, 19.959, 16.061)
O (19.175, 18.948, 16.571)
S (19.655, 17.542, 17.124)
C (19.624, 16.540, 15.712)
O (20.987, 17.701, 17.619)
O (18.620, 17.089, 18.044)
H (19.306, 21.318, 14.451)
H (19.553, 21.947, 16.097)
H (18.199, 20.834, 15.771)
H (20.709, 19.509, 15.308)
H (20.722, 20.297, 16.886)
H (20.010, 15.579, 16.075)
H (20.336, 17.010, 15.036)
H (18.608, 16.506, 15.279)
C (12.179, 13.674, 12.423)
C (12.848, 12.471, 11.777)
O (14.066, 12.870, 11.223)
S (14.810, 12.077, 10.120)
C (15.586, 10.819, 10.893)
O (13.841, 11.663, 9.142)
O (15.827, 12.998, 9.643)
H (12.976, 14.212, 12.960)
H (11.396, 13.339, 13.059)
H (11.882, 14.455, 11.734)
H (13.115, 11.693, 12.479)
H (12.208, 12.015, 10.995)
H (16.349, 10.502, 10.212)
H (14.892, 10.010, 11.056)
H (15.935, 11.113, 11.889)
C (13.388, 8.727, 15.962)
C (13.483, 9.468, 14.673)
O (12.470, 10.502, 14.623)
S (11.019, 10.278, 14.272)
C (10.150, 10.860, 15.762)
O (10.690, 11.166, 13.205)
O (10.740, 8.870, 14.099)
H (14.259, 8.057, 16.180)
H (12.461, 8.116, 15.999)
H (13.356, 9.499, 16.719)
H (14.420, 10.008, 14.557)
H (13.426, 8.861, 13.735)
H (10.526, 11.873, 15.953)
H (10.462, 10.167, 16.530)
H (9.123, 10.973, 15.490)

Its structure (SMILES) is CC1(C)CCCC(C)(C)N1O.CC1(C)CCCC(C)(C)N1O.CC1(C)CCCC(C)(C)N1O.CC1(C)CCCC(C)(C)N1O.CCOS(C)(=O)=O.CCOS(C)(=O)=O.CCOS(C)(=O)=O.CCOS(C)(=O)=O.CCOS(C)(=O)=O. For the calculated total energy, the calculation gives -5652.029437 a.u. The gap between HOMO and LUMO comes out at 9.04 eV.



Question: What is the calculated total energy in the first record?
Answer: -7098.245464 a.u.